Density functional theory data (the ωB97M-V functional and the def2-TZVPD basis) for a 5-piece molecular cluster, C27H40FN5OP overall.

Computed properties:
F_max   0.96 eV/Å
E   -1842.7790 a.u.
Molar mass   500.62 g/mol
Frontier orbital gap   6.915 eV
Total charge   +1

Atoms and positions in Å:
C 7.805 0.871 -1.512
C 6.434 0.253 -1.576
C 6.172 -0.972 -0.947
C 4.902 -1.526 -1.008
C 3.842 -0.910 -1.688
C 2.482 -1.567 -1.704
C 1.873 -1.584 -0.304
C 2.537 -2.995 -2.256
C 4.116 0.306 -2.316
O 3.119 0.942 -3.084
C 2.841 2.250 -2.699
P 1.287 2.361 -1.752
F 1.345 3.730 -1.033
C -0.171 2.418 -2.764
C -0.358 1.237 -3.781
C -1.488 0.302 -3.376
C -1.313 -0.362 -2.002
N -2.392 -0.137 -1.063
C -2.480 0.871 -0.142
C -3.661 0.692 0.551
C -4.291 -0.444 0.035
C -3.491 -0.944 -0.965
C 5.394 0.863 -2.264
H 7.727 1.951 -1.577
H 8.476 0.477 -2.267
H 8.237 0.650 -0.539
H 6.962 -1.482 -0.418
H 4.721 -2.470 -0.519
H 1.816 -1.034 -2.382
H 2.530 -2.075 0.410
H 0.934 -2.121 -0.285
H 1.736 -0.559 0.044
H 2.740 -3.001 -3.325
H 3.301 -3.600 -1.778
H 1.589 -3.503 -2.106
H 2.674 2.868 -3.584
H 3.627 2.730 -2.117
H 1.219 1.422 -0.722
H -1.015 2.489 -2.077
H -0.120 3.358 -3.308
H -0.617 1.709 -4.720
H 0.584 0.703 -3.892
H -1.531 -0.489 -4.120
H -2.438 0.827 -3.392
H -0.399 -0.024 -1.520
H -1.185 -1.430 -2.124
H -1.745 1.638 0.011
H -4.025 1.300 1.358
H -5.214 -0.890 0.345
H -3.637 -1.803 -1.590
H 5.580 1.794 -2.787
C -4.606 1.580 5.180
C -4.554 0.318 4.455
N -4.513 -0.671 3.883
H -5.641 1.886 5.321
H -4.127 1.471 6.150
H -4.081 2.349 4.618
C -7.799 -1.936 3.251
C -7.703 -1.398 1.901
N -7.627 -0.974 0.842
H -8.009 -3.003 3.209
H -6.856 -1.776 3.773
H -8.601 -1.436 3.791
C -1.065 2.922 2.955
C -1.289 2.904 4.395
N -1.476 2.891 5.521
H -1.608 3.753 2.509
H -0.002 3.039 2.752
H -1.417 1.987 2.519
C 0.730 -2.958 3.707
C 0.512 -3.570 2.403
N 0.341 -4.057 1.383
H -0.172 -2.438 4.026
H 0.976 -3.726 4.438
H 1.552 -2.246 3.650

***

Density functional theory data (the ωB97M-V functional and the def2-TZVPD basis) for C43H38N7O15Y as an isolated structure.

Computed properties:
F_max   10.18 eV/Å
E   -3210.2042 a.u.
Molar mass   981.72 g/mol
Frontier orbital gap   4.859 eV
Total charge   +2
Energy relative to the best compared isomer or geometry (same formula, charge and spin)   548.6 kJ/mol

Atoms and positions in Å:
Y -3.332 0.852 -2.699
C -0.156 0.240 -1.046
O -1.281 0.268 -1.899
H 0.024 1.222 -0.602
H -0.340 -0.464 -0.230
H 0.739 -0.075 -1.588
C -0.944 -5.158 -0.919
C -1.074 -3.803 -0.721
C -1.937 -3.049 -1.496
C -2.719 -3.684 -2.453
C -2.603 -5.071 -2.678
C -1.726 -5.792 -1.884
N -3.626 -2.849 -3.194
O -3.516 -1.630 -2.974
O -4.376 -3.324 -3.986
H -0.272 -5.736 -0.298
H -0.443 -3.334 0.021
H -2.135 -2.005 -1.292
H -3.267 -5.657 -3.297
H -1.702 -6.871 -1.938
C 2.736 -3.763 0.225
C 1.898 -2.876 0.900
C 1.828 -1.549 0.495
C 2.554 -1.136 -0.598
C 3.411 -1.988 -1.241
C 3.493 -3.327 -0.862
N 2.488 0.292 -1.004
O 2.137 1.078 -0.153
O 2.756 0.575 -2.149
H 2.740 -4.793 0.556
H 1.301 -3.105 1.772
H 1.143 -0.885 1.005
H 3.948 -1.669 -2.125
H 4.151 -4.020 -1.364
C -0.798 5.505 2.098
C -2.106 6.039 1.965
C -3.050 5.352 1.243
C -2.679 4.132 0.654
C -1.378 3.690 0.711
C -0.390 4.362 1.421
N -3.692 3.357 -0.030
O -4.840 3.667 0.085
O -3.344 2.373 -0.722
H -0.032 5.997 2.685
H -2.399 6.943 2.476
H -4.006 5.839 1.113
H -1.146 2.757 0.208
H 0.646 4.090 1.301
C -4.094 -5.915 3.559
C -4.744 -4.718 3.763
C -4.120 -3.520 3.450
C -2.850 -3.600 2.905
C -2.138 -4.789 2.788
C -2.765 -5.972 3.159
N -2.160 -2.362 2.535
O -1.178 -2.374 1.811
O -2.574 -1.317 2.987
H -4.664 -6.821 3.728
H -5.749 -4.730 4.164
H -4.650 -2.580 3.500
H -1.090 -4.780 2.525
H -2.257 -6.912 3.000
C 2.709 1.254 -6.276
C 1.944 0.837 -7.357
C 0.614 0.463 -7.115
C 0.037 0.634 -5.862
C 0.812 1.074 -4.806
C 2.125 1.418 -5.001
N -1.352 0.247 -5.683
O -1.945 0.565 -4.646
O -1.884 -0.379 -6.552
H 3.743 1.564 -6.339
H 2.273 0.897 -8.384
H -0.040 0.118 -7.905
H 0.542 1.174 -3.758
H 2.801 1.791 -4.245
C 2.103 4.662 -1.108
C 2.194 3.324 -1.519
C 3.050 2.474 -0.851
C 3.805 2.948 0.208
C 3.710 4.269 0.610
C 2.853 5.152 -0.050
N 4.710 2.018 0.875
O 4.695 1.978 2.093
O 5.370 1.272 0.186
H 1.429 5.331 -1.630
H 1.676 3.002 -2.412
H 3.118 1.440 -1.168
H 4.228 4.666 1.474
H 2.736 6.184 0.248
C 0.875 1.403 2.949
C 1.765 2.263 3.600
C 1.795 2.262 4.991
C 1.040 1.344 5.684
C 0.228 0.440 5.038
C 0.144 0.459 3.649
N 1.151 1.389 7.179
O 0.367 0.714 7.805
O 1.967 2.145 7.659
H 0.995 1.351 1.870
H 2.418 2.803 2.928
H 2.399 2.972 5.539
H -0.373 -0.284 5.572
H -0.479 -0.262 3.141

***

Density functional theory data (the ωB97M-V functional and the def2-TZVPD basis) for C17H31N4O3OsPS2 as an isolated structure.

Computed properties:
F_max   2.52 eV/Å
E   -2339.2653 a.u.
Molar mass   624.80 g/mol
Spin multiplicity   2
Frontier orbital gap (spin up / spin down)   5.433 / 5.533 eV
Total charge   +1
Energy relative to the best compared isomer or geometry (same formula, charge and spin)   413.3 kJ/mol
<S²>   0.937

Atoms and positions in Å:
Os -0.888 1.088 -0.342
C 1.557 5.806 -1.967
C 1.029 4.982 -3.126
O 1.590 3.656 -3.145
P 0.975 2.358 -2.478
S -1.022 2.660 -2.228
S 1.608 0.758 -3.461
O 1.520 2.280 -0.913
C 2.917 2.019 -0.675
C 3.774 3.266 -0.772
H 1.194 6.826 -2.060
H 2.644 5.823 -1.977
H 1.209 5.399 -1.020
H 1.315 5.413 -4.089
H -0.061 4.910 -3.078
H 3.253 1.258 -1.389
H 2.965 1.608 0.337
H 3.782 3.651 -1.787
H 4.794 3.019 -0.490
H 3.397 4.031 -0.098
C -2.683 1.688 0.614
H -3.202 2.336 -0.100
H -2.528 2.267 1.528
H -3.361 0.862 0.843
C -1.639 -0.427 3.182
C -2.072 -1.346 4.375
N -2.015 -2.712 3.930
C -2.915 -2.951 2.834
C -2.480 -2.033 1.638
N -1.323 -1.262 2.040
C -0.236 -2.161 2.366
C -0.668 -3.065 3.573
H -0.755 0.154 3.443
H -2.440 0.258 2.912
H -3.088 -1.116 4.694
H -1.403 -1.228 5.229
H -3.935 -2.728 3.148
H -2.860 -4.004 2.554
H -3.284 -1.351 1.367
H -2.223 -2.638 0.768
H 0.645 -1.577 2.629
H -0.011 -2.778 1.495
H -0.024 -2.907 4.439
H -0.634 -4.118 3.297
N -0.711 -3.461 -4.035
C -0.243 -3.874 -2.844
O -0.284 -5.014 -2.443
C 0.334 -2.790 -1.972
C 1.569 -3.018 -1.366
C 2.062 -2.077 -0.475
C 1.298 -0.964 -0.202
N 0.115 -0.729 -0.791
C -0.354 -1.627 -1.672
H -1.049 -4.154 -4.685
H -0.592 -2.516 -4.359
H 2.113 -3.918 -1.597
H 3.015 -2.208 0.007
H 1.627 -0.226 0.521
H -1.315 -1.394 -2.125

***

Density functional theory data (the ωB97M-V functional and the def2-TZVPD basis) for one molecule with the formula C5H7N3O.

Computed properties:
F_max   0.68 eV/Å
E   -434.2230 a.u.
Molar mass   125.13 g/mol
Frontier orbital gap   9.178 eV
Total charge   0
Structure (SMILES)   C/N=C1\N=CN(C)C1=O
Energy relative to the best compared isomer or geometry (same formula, charge and spin)   56.1 kJ/mol

Atoms and positions in Å:
C -2.665 -1.694 0.000
N -1.429 -1.450 -0.725
C -0.640 -0.599 -0.219
N -0.807 0.167 0.962
C 0.243 0.910 1.012
N 1.166 0.767 0.008
C 2.430 1.440 -0.143
C 0.691 -0.215 -0.869
O 1.241 -0.570 -1.877
H -3.238 -0.765 0.104
H -3.268 -2.419 -0.545
H -2.460 -2.032 1.034
H 0.442 1.626 1.799
H 2.480 1.954 -1.109
H 3.249 0.724 -0.103
H 2.564 2.156 0.671

***

Density functional theory data (the ωB97M-V functional and the def2-TZVPD basis) for one molecule with the formula C2H4N4O.

Computed properties:
F_max   0.44 eV/Å
E   -372.7973 a.u.
Molar mass   100.08 g/mol
Frontier orbital gap   10.281 eV
Total charge   0
Structure (SMILES)   [H]/N=C(\O)N1N=C1N
Energy relative to the best compared isomer or geometry (same formula, charge and spin)   270.6 kJ/mol

Atoms and positions in Å:
H -1.847 -0.873 1.527
N -0.967 -0.562 1.118
C -1.169 -0.065 -0.028
O -2.368 0.079 -0.616
N -0.124 0.470 -0.838
N 0.831 -0.714 -1.408
C 1.140 0.037 -0.452
N 2.090 0.430 0.404
H -2.213 0.484 -1.484
H 2.859 -0.208 0.551
H 1.767 0.922 1.225

***

Density functional theory data (the ωB97M-V functional and the def2-TZVPD basis) for a 2-piece molecular cluster, C4H14N2O overall.

Computed properties:
F_max   1.56 eV/Å
E   -345.4977 a.u.
Molar mass   106.17 g/mol
Frontier orbital gap   8.579 eV
Total charge   0
Structure (SMILES)   CN(C)CCN.O
Energy relative to the best compared isomer or geometry (same formula, charge and spin)   206.0 kJ/mol

Atoms and positions in Å:
C 1.928 0.567 -0.853
N 0.914 0.497 0.155
C 1.019 -0.623 1.061
C 0.005 1.594 0.266
C -1.428 1.158 0.564
N -2.047 0.424 -0.526
H 2.812 0.027 -0.498
H 2.148 1.577 -1.184
H 1.625 0.042 -1.786
H 0.888 -1.508 0.466
H 2.006 -0.695 1.559
H 0.388 -0.467 1.931
H -0.039 2.054 -0.718
H 0.311 2.353 1.001
H -2.074 2.001 0.823
H -1.420 0.503 1.451
H -1.637 0.482 -1.444
H -2.481 -0.468 -0.358
O -1.013 -3.590 -0.678
H -0.591 -2.934 -1.256
H -1.314 -2.994 0.024

***

Density functional theory data (the ωB97M-V functional and the def2-TZVPD basis) for C33H38As2N2O12Pb as an isolated structure.

Computed properties:
F_max   0.37 eV/Å
E   -6957.1431 a.u.
Molar mass   1011.71 g/mol
Frontier orbital gap   5.296 eV
Total charge   -2

Atoms and positions in Å:
Pb 0.523 0.334 1.370
O -6.872 -0.919 1.075
C -6.353 -0.139 1.893
O -6.880 0.582 2.766
C -4.808 -0.016 1.801
C -4.126 0.841 2.659
C -2.754 0.955 2.549
N -2.047 0.288 1.640
C -2.685 -0.543 0.813
C -4.059 -0.728 0.871
C -1.834 -1.231 -0.251
O -2.325 -2.145 -0.900
O -0.655 -0.735 -0.425
H -4.694 1.396 3.394
H -2.185 1.603 3.211
H -4.549 -1.407 0.188
C -1.595 4.668 1.282
O -1.192 3.721 0.290
C -0.105 4.033 -0.421
O 0.495 5.076 -0.303
C 0.242 2.945 -1.385
C 1.505 2.876 -1.792
As 2.313 1.632 -3.074
C 2.869 0.300 -1.754
C 0.723 0.678 -3.734
C -0.502 0.650 -3.212
As -1.301 1.810 -1.822
C -1.987 3.177 -3.089
C -1.592 -0.222 -3.786
O -2.615 0.307 -4.158
O -1.413 -1.521 -3.953
C -0.399 -2.277 -3.245
C 1.215 -0.211 -4.841
O 2.217 -0.866 -4.693
O 0.581 -0.280 -6.024
C -0.481 0.600 -6.405
C 2.590 3.770 -1.254
O 3.220 3.496 -0.270
O 2.925 4.855 -1.985
C 2.025 5.299 -2.998
H -2.487 4.248 1.737
H -1.809 5.632 0.822
H -0.806 4.790 2.022
H 3.523 0.779 -1.027
H 3.394 -0.494 -2.280
H 1.994 -0.112 -1.253
H -1.238 3.435 -3.838
H -2.244 4.065 -2.509
H -2.878 2.783 -3.569
H -0.918 -3.122 -2.805
H 0.033 -1.699 -2.433
H 0.350 -2.593 -3.968
H -1.429 0.070 -6.356
H -0.273 0.897 -7.432
H -0.529 1.480 -5.769
H 2.372 6.289 -3.286
H 1.009 5.371 -2.612
H 2.056 4.637 -3.865
C -1.147 -1.586 4.591
C 0.245 -1.956 5.099
C 1.056 -0.717 5.490
C 0.997 -2.885 4.160
C 1.228 -4.172 4.621
C 1.935 -5.114 3.889
C 2.439 -4.716 2.661
C 2.240 -3.445 2.139
C 2.894 -3.174 0.793
C 1.890 -3.086 -0.356
C 3.862 -1.987 0.810
C 1.463 -2.470 2.862
N 1.288 -1.205 2.425
H -1.690 -0.994 5.335
H -1.733 -2.482 4.375
H -1.079 -1.009 3.675
H 0.096 -2.531 6.022
H 1.284 -0.121 4.608
H 2.000 -1.009 5.956
H 0.495 -0.104 6.203
H 0.840 -4.442 5.601
H 2.098 -6.116 4.267
H 3.020 -5.422 2.073
H 3.508 -4.060 0.590
H 1.222 -2.237 -0.250
H 1.261 -3.978 -0.382
H 2.411 -3.004 -1.317
H 3.342 -1.066 1.067
H 4.337 -1.871 -0.170
H 4.646 -2.147 1.554

***

Density functional theory data (the ωB97M-V functional and the def2-TZVPD basis) for C31H70CaN3O6 as an isolated structure.

Computed properties:
F_max   2.14 eV/Å
E   -2516.3114 a.u.
Molar mass   620.99 g/mol
Frontier orbital gap   6.518 eV
Total charge   +1
Energy relative to the best compared isomer or geometry (same formula, charge and spin)   46.0 kJ/mol

Atoms and positions in Å:
Ca 1.351 1.264 -0.607
O -1.594 -1.145 0.797
C -0.555 -0.450 0.339
O 0.474 -0.197 1.016
O -0.553 -0.030 -0.868
H -2.154 -1.200 0.010
C -1.887 0.342 5.117
C -1.661 0.512 3.615
C -1.012 1.863 3.557
O -1.830 2.643 4.412
C -2.159 1.814 5.536
H -1.003 -0.014 5.643
H -2.756 -0.284 5.301
H -2.606 0.445 3.073
H -1.079 -0.299 3.169
H -0.878 2.289 2.555
H 0.032 1.909 3.921
H -3.224 1.964 5.720
H -1.615 2.149 6.420
C 4.238 -0.283 2.829
C 4.682 1.160 2.600
C 3.476 1.680 1.815
O 3.288 0.630 0.844
C 3.524 -0.633 1.511
H 3.547 -0.301 3.673
H 5.055 -0.960 3.068
H 5.574 1.279 1.979
H 4.911 1.763 3.479
H 3.796 2.572 1.273
H 2.618 1.803 2.479
H 4.177 -1.260 0.904
H 2.592 -1.155 1.717
C -1.566 -1.937 -4.085
C -3.051 -2.393 -4.081
C -3.817 -1.184 -4.629
O -2.865 -0.134 -4.819
C -1.583 -0.680 -4.963
H -0.961 -2.811 -4.324
H -1.274 -1.635 -3.072
H -3.333 -2.653 -3.063
H -3.187 -3.283 -4.693
H -4.491 -0.799 -3.859
H -4.421 -1.380 -5.515
H -0.850 0.035 -4.591
H -1.332 -1.023 -5.977
C -1.370 -4.551 2.055
C -1.412 -3.708 3.330
N -0.527 -4.164 4.382
C -0.637 -3.309 5.560
C -0.232 -3.980 6.844
C 0.845 -4.387 3.982
C 1.520 -3.243 3.213
H -0.374 -4.794 1.683
H -1.922 -4.033 1.274
H -1.802 -5.534 2.267
H -1.209 -2.661 3.039
H -2.445 -3.741 3.681
H -0.098 -2.351 5.446
H -1.687 -3.013 5.647
H 0.826 -4.250 6.884
H -0.333 -3.281 7.680
H -0.834 -4.860 7.063
H 0.866 -5.276 3.340
H 1.449 -4.697 4.834
H 2.611 -3.272 3.275
H 1.314 -2.299 3.738
H 1.152 -3.177 2.192
C -1.879 6.394 -2.034
C -2.895 5.282 -2.324
N -2.416 3.950 -1.977
C -3.561 3.036 -2.014
C -3.260 1.604 -1.675
C -1.289 3.518 -2.766
C -1.513 3.292 -4.247
H -1.089 6.441 -2.788
H -1.413 6.348 -1.049
H -2.391 7.355 -2.134
H -3.840 5.480 -1.827
H -3.060 5.385 -3.409
H -4.056 3.113 -2.998
H -4.326 3.391 -1.320
H -3.018 1.477 -0.616
H -2.504 1.132 -2.294
H -4.178 1.015 -1.786
H -0.467 4.236 -2.671
H -0.897 2.601 -2.303
H -2.163 2.440 -4.469
H -1.964 4.155 -4.728
H -0.560 3.042 -4.725
C 2.543 0.541 -5.058
C 1.999 0.945 -3.691
N 2.481 0.230 -2.488
C 3.954 0.189 -2.372
C 4.582 1.568 -2.293
C 1.966 -1.150 -2.646
C 2.083 -2.058 -1.412
H 2.144 -0.405 -5.421
H 3.632 0.480 -5.040
H 2.258 1.287 -5.798
H 2.107 2.034 -3.568
H 0.905 0.868 -3.734
H 4.164 -0.369 -1.454
H 4.410 -0.438 -3.146
H 4.153 2.149 -1.468
H 5.639 1.448 -2.068
H 4.430 2.109 -3.224
H 2.301 -1.668 -3.549
H 0.888 -1.067 -2.813
H 2.213 -1.446 -0.514
H 2.968 -2.695 -1.432
H 1.180 -2.648 -1.290